Run a
12
Properties=species:S:1:pos:R:3:mulliken_charge:R:1 method="wB97M-V/def2-TZVPD" lumo_energy_ev=0.5 gap_ev=8.87 multiplicity=1
C -0.9511 0.4168 -0.2312 -0.053
C -0.1320 -0.4766 -0.9704 -0.490
N -1.6403 -0.0235 0.9103 -0.505
C 1.8769 -0.4942 -0.2377 -0.670
C 2.6799 0.0149 0.5288 -0.189
H -2.3090 -0.7652 0.7603 0.190
H -2.0042 0.7062 1.5014 0.222
H -1.1745 1.3868 -0.6697 0.394
H 0.3068 0.4750 -0.0076 0.160
H 0.1802 -0.1892 -1.9619 0.297
H -0.2183 -1.5382 -0.7927 0.260
H 3.3856 0.4872 1.1704 0.384

=====

Run b
12
Properties=species:S:1:pos:R:3:mulliken_charge:R:1 method="wB97M-V/def2-TZVPD" lumo_energy_ev=0.4 gap_ev=8.65 multiplicity=1
C -0.7087 1.4963 1.7219 -0.312
N 0.4310 1.4302 1.1746 -0.478
C 0.5672 0.6094 0.0187 -0.137
C 0.1912 -0.6696 -0.1232 -0.149
C 0.1467 -1.3189 -1.4901 -0.985
H -1.2794 2.3815 1.9812 0.257
H -1.0647 0.4836 1.9499 0.233
H 1.3446 1.0223 -0.6220 0.362
H 0.1217 -1.2322 0.8059 0.356
H -0.8648 -1.7117 -1.6068 0.270
H 0.9151 -2.0573 -1.6816 0.284
H 0.2000 -0.4338 -2.1284 0.296

=====

Run c
12
Properties=species:S:1:pos:R:3:mulliken_charge:R:1 method="wB97M-V/def2-TZVPD" lumo_energy_ev=0.9 gap_ev=12.44 multiplicity=1
C 1.1456 -0.6945 0.2535 -1.325
C 0.0210 0.0747 -0.4525 0.696
C -1.3358 -0.0986 0.2496 -1.276
C 0.3581 1.5057 -0.5454 0.094
N 0.6199 2.6313 -0.5986 -0.435
H 0.9177 -1.7653 0.2358 0.351
H 2.1078 -0.5396 -0.2431 0.366
H 1.2400 -0.3803 1.2976 0.325
H -0.0525 -0.2937 -1.4830 0.186
H -1.4642 -1.1411 0.5579 0.337
H -1.3936 0.5326 1.1406 0.337
H -2.1640 0.1687 -0.4125 0.344

=====

Run d
12
Properties=species:S:1:pos:R:3:mulliken_charge:R:1 method="wB97M-V/def2-TZVPD" lumo_energy_ev=1.1 gap_ev=10.05 multiplicity=1
C -1.6698 -0.9536 -1.1257 -0.034
C -0.6733 -1.1947 -0.4771 -0.389
C 0.4672 -1.0148 0.4256 -0.484
C 0.3436 0.4931 0.7788 -0.488
N 0.4405 1.2763 -0.5329 -0.576
H -2.5180 -0.7514 -1.7025 0.394
H 1.3802 -1.3900 -0.0294 0.312
H 0.1627 -1.6710 1.3223 0.227
H -0.6743 0.6886 1.2523 0.322
H 1.1706 0.8757 1.4468 0.293
H 0.1742 2.3145 -0.3977 0.218
H 1.3964 1.3274 -0.9603 0.203

=====

List of relative energies, unit kcal/mol: run a 148.0; run b 75.2; run c 0.0; run d 60.2

=====

Run a
5
Properties=species:S:1:pos:R:3:mulliken_charge:R:1 method="wB97M-V/def2-TZVPD" lumo_energy_ev=0.3 gap_ev=10.43 multiplicity=1
N -0.3859 0.0970 -0.0301 -0.441
P -2.0170 0.5133 0.0197 0.352
O -2.7580 -0.7244 -0.0222 -0.421
H 0.2332 -0.5736 0.3686 0.232
H 0.2863 0.9600 -0.2061 0.278

=====

Run b
5
Properties=species:S:1:pos:R:3:mulliken_charge:R:1 method="wB97M-V/def2-TZVPD" lumo_energy_ev=-0.8 gap_ev=8.77 multiplicity=1
N -0.2481 0.1749 -0.2840 -0.694
P -2.3651 0.3228 -0.3642 0.564
O -2.9265 -0.4657 0.7166 -0.351
H 0.0875 0.0591 0.7146 0.238
H 0.0401 1.0865 -0.7141 0.243

=====

List of relative energies, unit kcal/mol: run a 0.0; run b 25.0

=====

Run a
77
Properties=species:S:1:pos:R:3:mulliken_charge:R:1 method="wB97M-V/def2-TZVPD" charge=-2 lumo_energy_ev=4.3 gap_ev=3.00 multiplicity=1
Ca 1.0728 0.4883 0.1465 1.151
C -2.9504 -1.3183 -0.2316 -1.328
N -1.5172 -1.1997 -0.0708 1.337
C -1.0904 -1.7108 1.2173 -0.269
C -1.2424 -0.6933 2.3449 -1.235
N -0.3136 0.3933 2.1771 0.931
C 0.0588 1.0977 3.2266 -0.795
C 0.9953 2.1622 3.0542 0.251
F 1.3836 2.4791 1.7674 -0.353
C 1.5138 2.9376 4.0847 -0.039
F 2.3949 3.9323 3.8032 -0.325
C 1.1315 2.7096 5.4005 0.651
F 1.6528 3.4362 6.4324 -0.354
C 0.1788 1.7296 5.6344 0.080
F -0.2501 1.5137 6.9125 -0.340
C -0.3510 0.9691 4.5917 0.497
F -1.3629 0.1089 4.9680 -0.384
C -0.8045 -1.8210 -1.1723 -0.335
C -0.7386 -0.9369 -2.4110 -0.954
N -0.0212 0.2806 -2.1414 0.538
C 0.2612 1.0682 -3.1558 -0.513
C 0.9626 2.2921 -2.9242 0.159
F 1.2205 2.6440 -1.6164 -0.255
C 1.3426 3.1822 -3.9160 -0.124
F 2.0052 4.3229 -3.5896 -0.340
C 1.0352 2.9243 -5.2475 0.688
F 1.4111 3.7823 -6.2418 -0.356
C 0.3079 1.7787 -5.5384 0.014
F -0.0563 1.5248 -6.8300 -0.342
C -0.0596 0.8839 -4.5390 0.434
F -0.8024 -0.1918 -4.9793 -0.368
H -3.2767 -2.3750 -0.2580 0.323
H -3.2652 -0.8420 -1.1579 0.247
H -3.4674 -0.8244 0.5896 0.278
H -0.0248 -1.9445 1.1612 -0.473
H -1.6408 -2.6324 1.4935 0.377
H -1.0712 -1.2417 3.2805 0.561
H -2.2774 -0.3155 2.3578 0.219
H -1.2682 -2.7854 -1.4542 0.417
H 0.2288 -1.9934 -0.8636 -0.504
H -1.7592 -0.7145 -2.7577 0.335
H -0.2392 -1.5264 -3.1944 0.508
C -1.7034 3.6515 1.5891 -1.532
Sb -1.7197 2.2802 -0.1002 0.568
C -3.9265 2.2638 -0.0663 -1.489
C -1.7580 3.9199 -1.5465 -1.441
H -2.4474 4.4335 1.4662 0.520
H -0.7216 4.1016 1.6799 0.369
H -1.9113 3.0920 2.4954 0.413
H -4.3128 3.2763 0.0061 0.441
H -4.2851 1.6932 0.7844 0.409
H -4.3098 1.8090 -0.9748 0.396
H -2.6095 4.5732 -1.3744 0.456
H -1.8207 3.5085 -2.5497 0.383
H -0.8419 4.4950 -1.4675 0.388
C 3.2113 -3.1768 0.2409 -1.892
C 3.5919 -1.7812 0.8082 2.808
C 3.0772 -1.7077 2.2510 -1.953
C 3.1009 -0.6347 -0.0218 -1.376
C 5.0759 -1.5120 0.7244 -0.223
C 5.7953 -1.7638 -0.4630 -0.402
C 7.1385 -1.5011 -0.5780 -0.691
C 7.8687 -1.0053 0.4999 -0.436
C 7.1837 -0.7447 1.6805 -0.655
C 5.8284 -0.9707 1.7866 -0.223
H 2.1290 -3.2961 0.2934 0.142
H 3.6814 -3.9871 0.7983 0.482
H 3.5073 -3.2639 -0.8002 0.256
H 2.0337 -2.0183 2.2813 0.274
H 3.1341 -0.6788 2.6004 0.165
H 3.6567 -2.3478 2.9164 0.512
H 3.4762 -0.7682 -1.0430 -0.156
H 5.2736 -2.1541 -1.3256 0.187
H 7.6431 -1.7056 -1.5156 0.314
H 8.9355 -0.8309 0.4233 0.344
H 7.7325 -0.3740 2.5399 0.336
H 5.3544 -0.7251 2.7243 0.296

=====

Run b
77
Properties=species:S:1:pos:R:3:mulliken_charge:R:1 method="wB97M-V/def2-TZVPD" charge=-2 lumo_energy_ev=4.4 gap_ev=2.98 multiplicity=1
Ca 0.0056 0.1721 -0.1693 1.089
C 0.0394 -0.5454 3.0257 -1.530
N -0.0469 0.7291 2.3127 1.667
C -1.3050 1.4171 2.6144 -1.101
C -2.5004 0.8754 1.8394 -0.805
N -2.2725 1.0706 0.4156 0.181
C -3.2658 0.7941 -0.4315 -0.357
C -4.6207 0.4417 -0.2053 0.497
F -5.1024 0.3043 1.0600 -0.370
C -5.5314 0.2306 -1.2238 0.045
F -6.8098 -0.0671 -0.9095 -0.341
C -5.1772 0.3289 -2.5538 0.737
F -6.0824 0.1385 -3.5413 -0.357
C -3.8521 0.6339 -2.8378 -0.149
F -3.4533 0.7086 -4.1199 -0.327
C -2.9597 0.8484 -1.8211 0.108
F -1.6602 1.0749 -2.1536 -0.185
C 1.1274 1.5603 2.6004 -1.043
C 2.3713 1.1355 1.8308 -0.888
N 2.1053 1.3066 0.4146 0.357
C 3.0914 1.0766 -0.4648 -0.014
C 4.4409 0.7077 -0.2523 0.492
F 4.9110 0.5043 1.0078 -0.387
C 5.3517 0.5268 -1.2755 0.032
F 6.6263 0.1988 -0.9732 -0.339
C 4.9994 0.6857 -2.5988 0.814
F 5.9039 0.5311 -3.5933 -0.351
C 3.6817 1.0268 -2.8711 -0.336
F 3.2894 1.1731 -4.1493 -0.317
C 2.7919 1.2114 -1.8462 -0.045
F 1.4998 1.4907 -2.1769 -0.220
H 0.0931 -0.3655 4.1154 0.309
H 0.9002 -1.1182 2.6878 0.305
H -0.8186 -1.1708 2.7916 0.161
H -1.1713 2.4697 2.3518 0.043
H -1.5176 1.3676 3.6976 0.400
H -3.3841 1.4067 2.2146 0.505
H -2.6508 -0.1819 2.0998 0.386
H 1.3319 1.5661 3.6859 0.393
H 0.8828 2.5853 2.3062 -0.132
H 2.6341 0.1031 2.0976 0.374
H 3.1987 1.7621 2.1951 0.470
C -0.6987 5.0882 1.1737 -1.566
Sb -0.0771 3.8546 -0.4797 0.545
C -1.1257 5.0876 -1.9146 -1.439
C 1.7878 4.8868 -0.7419 -1.412
H -0.6013 6.1376 0.8909 0.463
H -0.0869 4.8918 2.0545 0.433
H -1.7387 4.8710 1.4176 0.398
H -0.9136 6.1428 -1.7325 0.347
H -2.1983 4.9116 -1.8337 0.369
H -0.8099 4.8203 -2.9226 0.408
H 1.6692 5.9534 -0.5442 0.461
H 2.1300 4.7433 -1.7671 0.384
H 2.5333 4.4594 -0.0723 0.323
C -1.1529 -3.1957 -1.5993 -2.281
C 0.1956 -3.3739 -0.8934 2.770
C 1.2164 -3.7516 -1.9821 -2.071
C 0.5452 -2.1001 -0.1235 -1.186
C 0.1139 -4.4527 0.1738 0.246
C -1.0874 -4.8092 0.8088 -0.283
C -1.1272 -5.6979 1.8686 -0.626
C 0.0343 -6.3022 2.3442 -0.489
C 1.2274 -6.0059 1.6963 -0.522
C 1.2637 -5.1231 0.6286 -0.453
H -1.0174 -2.4872 -2.4210 0.465
H -1.8962 -2.7707 -0.9215 0.218
H -1.5510 -4.1307 -2.0177 0.402
H 1.2256 -2.9441 -2.7167 0.358
H 0.9772 -4.7006 -2.4903 0.330
H 2.2278 -3.8187 -1.5810 0.304
H 1.5595 -2.2637 0.3106 -0.128
H -2.0102 -4.3428 0.4904 0.240
H -2.0831 -5.9189 2.3343 0.352
H 0.0048 -6.9934 3.1783 0.358
H 2.1524 -6.4727 2.0235 0.327
H 2.2165 -4.9074 0.1643 0.183

=====

List of relative energies, unit kcal/mol: run a 16.1; run b 0.0